[1]
# H41O21

A cluster of 21 separate species, H41O21 in total (ωB97M-V with the def2-TZVPD basis set, the Open Molecules 2025 dataset).

Values from the calculation:
maximum force: 3.83 eV/A
charge: -1
orbital gap: 8.72 eV
HOMO: -0.2567 Ha
E: -1604.6428 hartree
2S+1: 1

Cartesian coordinates (Å):
O1 -1.10367 1.33298 -3.00470
H1 -0.98619 0.79263 -2.11910
H2 -1.92073 1.66567 -3.32786
O2 -1.68114 -4.24231 -2.50708
H3 3.79250 -2.96450 0.33930
H4 -1.40613 -3.82905 -3.33534
O3 -4.14207 3.00235 1.75077
H5 0.90835 0.71043 1.12582
H6 -4.36037 2.27673 1.17096
O4 1.33064 1.23219 1.85659
H7 -3.35426 2.85494 2.26759
H8 -4.88287 1.58681 -1.40673
O5 0.57301 -2.93264 -1.54523
H9 0.53676 -2.76659 -0.59806
H10 0.06144 -2.14681 -1.82221
O6 -0.29282 -0.21258 -1.23276
H11 1.52693 -1.75912 0.72593
H12 0.58412 0.12041 -1.04142
O7 0.85518 -1.17270 1.08398
H13 -0.31703 0.14562 4.73725
H14 -1.16791 -3.66146 -1.90944
O8 -0.31657 -0.62560 4.17240
H15 0.66695 1.93605 1.77991
H16 0.62173 -0.81904 4.22951
O9 -2.35577 0.82756 0.05623
H17 -1.52910 0.45753 -0.35836
H18 -3.05546 0.18326 -0.08731
O10 -4.67468 2.01674 -2.23073
H19 0.01967 -1.39635 0.64750
H20 -4.10489 2.76342 -2.13085
O11 -1.79048 -3.48712 0.70783
H21 3.85131 -1.22752 3.11450
H22 -1.54003 -3.89817 1.55315
O12 4.19521 3.31040 -0.35714
H23 3.32640 2.89629 -0.38659
H24 4.52745 2.79276 0.38513
O13 -3.65001 -1.53361 1.02534
H25 -4.05225 -2.23647 1.53722
H26 -2.71390 -1.74375 1.01150
O14 2.68988 4.35006 2.00434
H27 2.37144 3.87728 1.23024
H28 3.21497 3.84142 2.61259
O15 1.61568 1.17099 -3.01310
H29 1.64355 0.57911 -3.74895
H30 1.14816 1.12345 -2.20002
O16 3.19362 -1.55573 3.71766
H31 2.39934 -1.69731 3.18808
O17 1.70226 4.41822 -0.58247
H32 1.01893 4.40166 -1.29590
H33 1.86776 5.26036 -0.15940
O18 -0.40682 -1.50483 -4.16616
H34 0.16534 -1.93537 -3.51601
H35 -0.33057 -0.62804 -3.73272
O19 -0.18290 -3.95643 2.82628
H36 -0.25965 -3.03319 2.58007
H37 0.67084 -4.29219 3.08563
O20 0.05781 3.82702 -2.49293
H38 0.66214 3.21884 -2.95096
H39 -0.56063 3.19165 -2.10440
O21 3.24661 -3.36093 1.02565
H40 3.89635 -3.33373 1.73939
H41 -1.80346 -4.21168 0.07561

[2]
# C5H16N2O

A cluster of 2 separate species, C5H16N2O in total (ωB97M-V with the def2-TZVPD basis set, the Open Molecules 2025 dataset).

Values from the calculation:
maximum force: 2.05 eV/A
charge: 0
orbital gap: 9.25 eV
HOMO: -0.3100 Ha
E: -384.8052 hartree
2S+1: 1

Cartesian coordinates (Å):
C1 -0.20803 -3.01340 -0.27937
C2 0.13910 -1.55025 0.02394
N1 0.86080 -0.95990 -1.10917
C3 -1.12952 -0.78792 0.43084
N2 -0.83574 0.17128 1.49234
C4 -0.59941 1.53710 1.00215
C5 -1.87183 0.21502 2.51680
H1 -1.16042 -3.06131 -0.80968
H2 0.47477 -3.49363 -0.99048
H3 -0.27880 -3.69702 0.56890
H4 0.83032 -1.54837 0.81673
H5 0.38298 -0.34677 -1.75833
H6 1.19442 -1.67284 -1.75114
H7 -1.65470 -0.32427 -0.41766
H8 -1.87877 -1.53329 0.71620
H9 0.09907 2.03307 1.67810
H10 -0.19969 1.57810 0.00939
H11 -1.53624 2.07480 1.00603
H12 -2.71870 0.84288 2.21372
H13 -1.44342 0.58395 3.44659
H14 -2.20382 -0.79712 2.68264
O1 3.20262 3.66772 -3.15301
H15 2.27808 3.65551 -3.40321
H16 3.62176 3.42084 -3.98424